{"formula": "C13H48Ba2O13", "method": "the ωB97M-V functional and the def2-TZVPD basis", "orbital_gap_ev": 4.94, "total_charge": 2, "energy_ha": -1552.519131, "relative_energy_kj_mol": 102.7, "elements": ["Ba", "Ba", "O", "C", "C", "O", "H", "H", "H", "H", "C", "O", "H", "H", "H", "H", "C", "O", "H", "H", "H", "H", "C", "O", "H", "H", "H", "H", "C", "O", "H", "H", "H", "H", "C", "O", "H", "H", "H", "H", "C", "O", "H", "H", "H", "H", "C", "O", "H", "H", "H", "H", "C", "O", "H", "H", "H", "H", "C", "O", "H", "H", "H", "H", "C", "O", "H", "H", "H", "H", "C", "O", "H", "H", "H", "H"], "positions_angstrom": [[-7.350700, 36.656860, 20.519420], [-4.995950, 40.002670, 22.196530], [-5.340260, 34.613330, 21.109430], [-4.079910, 35.177330, 20.722790], [-3.879370, 36.707880, 20.978980], [-4.707630, 37.751750, 20.450520], [-3.949150, 35.001140, 19.655100], [-3.236160, 34.674510, 21.195410], [-2.882320, 37.013410, 20.661720], [-3.803950, 36.902090, 22.048890], [-3.399780, 38.058510, 17.194960], [-4.604340, 38.553200, 17.764370], [-2.582510, 38.109830, 17.914370], [-3.494750, 37.013790, 16.898930], [-3.101240, 38.630440, 16.316400], [-4.650460, 38.366040, 18.704810], [-8.124860, 32.738460, 19.002790], [-7.637370, 33.859810, 19.664350], [-7.535850, 32.519200, 18.112230], [-8.136320, 31.886820, 19.682990], [-9.140570, 32.842690, 18.621240], [-6.742460, 33.701970, 19.973890], [-2.741030, 32.804290, 17.350310], [-1.730470, 32.357580, 16.468500], [-2.453010, 33.678710, 17.933860], [-3.647370, 32.988950, 16.773650], [-2.996530, 31.996020, 18.035540], [-1.301610, 33.158920, 16.159450], [-0.494390, 32.513590, 20.679290], [0.598110, 33.218660, 21.227210], [-1.337390, 33.161730, 20.439770], [-0.252790, 32.124260, 19.690280], [-0.857810, 31.634710, 21.211830], [1.307050, 33.232000, 20.580050], [-1.504580, 33.707010, 23.908480], [-0.364750, 32.935680, 23.835930], [-2.003010, 33.581760, 24.869720], [-1.296890, 34.772260, 23.807520], [-2.178330, 33.422630, 23.100220], [0.008960, 32.986930, 22.953140], [-4.796600, 36.698330, 24.859800], [-5.156470, 37.928140, 24.267560], [-5.551250, 36.328380, 25.553880], [-4.597000, 35.865250, 24.185810], [-3.875520, 36.767830, 25.438490], [-5.932230, 37.811820, 23.714140], [-4.055560, 31.377060, 21.063940], [-5.342830, 31.781620, 20.825380], [-3.419550, 31.602140, 20.207820], [-3.604040, 31.739670, 21.987380], [-4.074200, 30.297550, 21.213640], [-5.386170, 32.729590, 20.970530], [-6.733280, 32.703320, 23.862780], [-6.303540, 34.037620, 23.811880], [-7.057770, 32.324890, 24.832110], [-7.463230, 32.531860, 23.071650], [-5.861750, 32.087360, 23.641140], [-5.917700, 34.191490, 22.946400], [-6.063160, 35.365350, 16.985730], [-6.641420, 36.438590, 17.807150], [-6.079460, 35.589590, 15.919170], [-5.027930, 35.337430, 17.325770], [-6.566900, 34.423610, 17.203610], [-6.092240, 37.225860, 17.821590], [-1.585600, 40.252170, 19.586940], [-2.771310, 39.968940, 20.337780], [-1.842200, 40.095480, 18.539230], [-1.232900, 41.264780, 19.782680], [-0.737450, 39.616570, 19.841430], [-3.098930, 39.069220, 20.268710], [-0.612420, 36.056390, 18.960200], [-0.100310, 36.824730, 17.880250], [-0.468910, 36.594930, 19.896950], [-1.691610, 36.080280, 18.808950], [-0.325700, 35.008840, 19.052570], [0.598540, 37.383460, 18.228160]], "forces_ev_per_angstrom": [[1.409, -2.726, -1.208], [1.715, -0.868, -0.702], [-0.096, 1.951, -0.063], [-1.585, 0.471, -0.392], [1.051, 0.269, 0.715], [-2.343, 0.723, 0.672], [0.137, 0.076, -0.443], [0.149, 0.046, 0.384], [0.524, -0.715, -0.357], [-0.231, -0.485, 0.663], [0.433, -0.346, 0.266], [-0.755, 0.452, -0.704], [0.128, -0.011, 0.006], [-0.056, -0.077, -0.073], [-0.336, 0.141, 0.112], [0.564, -0.435, 0.557], [-0.519, -1.585, -0.751], [-0.406, 2.160, 0.533], [0.276, -0.221, 0.105], [0.172, -0.145, -0.176], [-0.070, 0.622, 0.364], [0.649, -0.107, 0.247], [-0.473, -0.662, -0.172], [0.232, 0.368, 0.394], [0.030, 0.147, 0.024], [-0.240, 0.386, 0.061], [0.193, -0.026, 0.053], [0.260, -0.163, -0.349], [-0.473, -0.455, -1.854], [-0.224, -0.011, 0.222], [-0.196, 0.348, 0.543], [0.310, -0.159, -0.112], [0.333, 0.285, 0.701], [0.116, -0.077, 0.197], [-0.524, 0.359, -0.317], [0.642, -0.633, 0.711], [0.065, -0.281, -0.017], [0.109, 0.403, -0.069], [-0.564, 0.075, -0.021], [0.333, 0.175, -0.059], [0.612, -2.259, 1.272], [0.127, 1.844, -1.270], [-0.224, 0.312, -0.115], [-0.295, 0.359, -0.604], [-0.054, 0.814, -0.110], [-0.365, -0.876, 0.475], [1.194, -1.266, 0.169], [-1.666, 0.344, -0.108], [0.388, 0.003, 0.029], [-0.029, 0.541, 0.106], [0.087, -0.119, -0.285], [0.134, 0.631, 0.146], [0.804, -1.202, -0.837], [-0.426, 1.327, 1.074], [-0.341, 0.840, 0.078], [-0.307, -0.310, 0.245], [-0.045, -0.378, -0.209], [0.397, -0.070, -0.667], [0.713, 0.864, 0.811], [-1.301, -0.715, 0.646], [-0.301, 0.169, 0.142], [0.097, -0.588, -0.291], [-0.064, 0.350, 0.074], [0.873, 0.272, -0.935], [0.359, -0.274, -0.646], [-0.877, 0.793, 1.709], [0.317, 0.338, -0.030], [-0.563, 0.031, -0.036], [-0.263, -0.343, 0.219], [0.298, -0.676, -0.777], [-1.159, 0.897, 0.071], [0.288, -0.295, 0.133], [0.313, -0.297, 0.283], [-0.261, -0.359, 0.043], [0.565, 0.141, -0.276], [0.235, -0.111, -0.223]]}

---

{"formula": "C11H14BBeN7S", "method": "the ωB97M-V functional and the def2-TZVPD basis", "orbital_gap_ev": [5.85, 4.02], "total_charge": 2, "energy_ha": -1248.053331, "relative_energy_kj_mol": 31.6, "elements": ["C", "N", "N", "C", "C", "B", "N", "N", "C", "C", "C", "Be", "N", "N", "C", "C", "C", "H", "H", "H", "H", "H", "H", "H", "H", "H", "H", "H", "C", "H", "H", "H", "S", "C", "N"], "positions_angstrom": [[-2.857706, -0.809633, -0.638747], [-1.555873, -0.463030, -0.558775], [-1.180931, -0.134614, -1.860113], [-2.216634, -0.249028, -2.711683], [-3.319633, -0.679214, -1.963420], [0.297436, 0.043805, -2.196422], [0.668386, 1.250043, -1.328092], [0.621644, 1.182373, 0.067595], [1.283972, 2.295948, 0.486566], [1.704559, 3.061236, -0.619653], [1.298372, 2.356833, -1.752067], [-0.189100, -0.355582, 0.580986], [1.002500, -1.155693, -1.509672], [0.841463, -1.429700, -0.170443], [1.596947, -2.530465, 0.118354], [2.231600, -2.945385, -1.064719], [1.828572, -2.050744, -2.068327], [1.653306, -2.947577, 1.119536], [2.036406, -1.955248, -3.120151], [2.895636, -3.778715, -1.207463], [0.545616, 0.154706, -3.379574], [1.395886, 2.516766, -2.824781], [-2.040117, -0.019455, -3.765011], [2.256704, 3.995280, -0.641284], [-4.308477, -0.883018, -2.362629], [1.548505, 2.471996, 1.525363], [-3.383721, -1.225934, 0.231365], [0.609874, 0.701115, 3.268009], [0.286569, 1.439976, 4.039859], [0.937235, 2.289767, 4.189394], [-0.711790, 1.758177, 3.695414], [0.139564, 0.923859, 5.004436], [-1.600241, -0.925216, 2.371353], [-2.010290, -0.957221, 3.949975], [-2.306239, -0.946406, 5.094817]], "forces_ev_per_angstrom": [[0.320, -0.133, -0.092], [-0.463, 0.247, -0.558], [-0.545, -0.180, -0.168], [0.006, -0.120, 1.092], [0.254, 0.148, -0.375], [-0.676, -1.091, 0.438], [1.614, 1.874, -0.986], [1.172, 2.430, 1.070], [-1.106, -2.605, 0.496], [0.461, 0.893, -0.737], [-1.182, -1.657, -0.018], [-0.223, 0.186, -1.390], [0.456, -0.182, -0.231], [0.891, -1.102, 0.672], [-0.364, 1.057, -1.310], [-0.167, 0.304, -0.250], [-0.221, -0.061, 1.272], [-0.087, 0.154, -0.266], [0.214, -0.266, -0.027], [-0.003, -0.090, 0.127], [-0.083, 0.084, 0.727], [0.141, 0.172, 0.419], [-0.382, -0.210, 0.432], [-0.099, -0.181, 0.284], [0.254, -0.005, 0.298], [-0.475, -0.078, -0.096], [0.241, 0.516, -0.550], [0.406, 0.603, 0.717], [-1.036, -0.921, -0.269], [0.229, 0.044, -0.205], [0.340, 0.272, 0.272], [0.226, 0.168, -0.481], [-0.889, -0.592, -0.031], [0.616, 0.436, 0.910], [0.160, -0.112, -1.186]]}